[1]
One molecule with the formula C17H18ClN3O4S at a distorted geometry, computed with ωB97M-V/def2-TZVPD.

Values from the calculation:
Highest occupied orbital energy = -0.31653 hartree
Orbital gap = 9.101 eV
LUMO = 0.49 eV
ΔE to the lowest compared entry with this formula, charge and spin = 10.5 kcal/mol

The geometry in ORCA input format:
```
! wB97M-V def2-TZVPD RIJCOSX def2/J DEFGRID3
* xyz 0 1
O 1.29460 0.87493 1.32234
C 0.69138 0.12548 2.05528
N 1.02614 0.02575 3.38473
C 0.39550 -0.64369 4.43989
C 1.18646 -1.20577 5.44058
C 0.60279 -1.86414 6.50569
C -0.77586 -1.97034 6.59070
C -1.56685 -1.39079 5.61387
C -0.99231 -0.72335 4.54640
N -0.31723 -0.72608 1.66277
C -0.90764 -0.81384 0.41019
C -1.76016 -1.89119 0.14910
C -2.38057 -2.01844 -1.07491
C -2.16629 -1.06905 -2.07133
Cl -2.94313 -1.25358 -3.59029
C -1.33068 0.00417 -1.81296
S -0.94014 1.33921 -2.95910
O -1.54224 1.11432 -4.24140
O -1.22324 2.57326 -2.29193
N 0.71887 1.13022 -3.00971
C 1.17531 0.20325 -4.02512
C 1.35596 0.91502 -5.36994
O 2.20587 2.03440 -5.24043
C 1.69021 2.96248 -4.31001
C 1.53491 2.32554 -2.92732
C -0.70779 0.13530 -0.58696
H 1.89613 0.48998 3.60780
H 2.26132 -1.12120 5.37494
H 1.22750 -2.29738 7.27206
H -1.23049 -2.48881 7.42045
H -2.64271 -1.44506 5.68613
H -1.62208 -0.23160 3.82017
H -0.59321 -1.43665 2.32725
H -1.93563 -2.63282 0.91527
H -3.03588 -2.85047 -1.27500
H 0.43366 -0.59067 -4.11336
H 2.12738 -0.22006 -3.68914
H 1.83014 0.25602 -6.09924
H 0.36884 1.22831 -5.73758
H 2.39894 3.79175 -4.28385
H 0.70651 3.32500 -4.64586
H 1.03871 3.01079 -2.24182
H 2.51112 2.03761 -2.52545
H -0.06415 0.98218 -0.42291
*
```

=====

[2]
One molecule with the formula C17H18N2O2S at a distorted geometry, computed with ωB97M-V/def2-TZVPD.

Values from the calculation:
Highest occupied orbital energy = -0.30551 hartree
Orbital gap = 8.551 eV
LUMO = 0.24 eV
ΔE to the lowest compared entry with this formula, charge and spin = 35.9 kcal/mol

The geometry in ORCA input format:
```
! wB97M-V def2-TZVPD RIJCOSX def2/J DEFGRID3
* xyz 0 1
C -3.21407 -3.32503 -1.02457
C -3.70205 -2.31362 0.00291
C -3.63135 -0.88456 -0.54534
C -4.25297 0.08676 0.42397
O -5.38193 -0.01848 0.84092
N -3.50693 1.17810 0.82205
C -2.21940 1.55989 0.50424
S -1.92350 3.16245 -0.10983
C -0.20923 2.86240 -0.20892
C 0.68491 3.93070 -0.72930
C 0.10847 1.60156 0.19812
C 1.45885 1.03328 0.23306
C 2.52648 1.74179 0.78374
C 3.78737 1.19150 0.82295
C 4.02159 -0.08697 0.31167
O 5.30153 -0.53448 0.39844
C 5.59671 -1.82951 -0.06743
C 2.96002 -0.79970 -0.23636
C 1.69597 -0.24087 -0.26964
C -1.04540 0.85287 0.61364
C -0.96401 -0.43266 1.17196
N -0.89540 -1.47663 1.64346
H -3.27724 -4.33149 -0.61966
H -2.17704 -3.12830 -1.28821
H -3.81639 -3.27898 -1.92968
H -3.08612 -2.38354 0.90121
H -4.73522 -2.52706 0.28040
H -4.22620 -0.83148 -1.46224
H -2.60388 -0.61728 -0.78582
H -4.05826 1.85954 1.33343
H 0.21320 4.44496 -1.56489
H 1.62663 3.49917 -1.06104
H 0.89423 4.67264 0.04245
H 2.35766 2.71898 1.20947
H 4.61640 1.72992 1.25409
H 5.40288 -1.92457 -1.14075
H 5.02699 -2.59061 0.47479
H 6.65952 -1.97401 0.11960
H 3.10176 -1.79035 -0.63768
H 0.88538 -0.80636 -0.70520
*
```

=====

[3]
C17H18N2O4S as an isolated structure at a distorted geometry, computed with ωB97M-V/def2-TZVPD.

Values from the calculation:
Highest occupied orbital energy = -0.33146 hartree
Orbital gap = 9.287 eV
LUMO = 0.27 eV
ΔE to the lowest compared entry with this formula, charge and spin = 291.9 kcal/mol

The geometry in ORCA input format:
```
! wB97M-V def2-TZVPD RIJCOSX def2/J DEFGRID3
* xyz 0 1
C 2.03790 -5.68083 1.68419
C 1.94911 -4.10025 1.51930
O 2.73059 -3.43434 1.95362
C 0.78862 -3.60250 0.88775
C 0.69841 -2.27134 0.99010
C -0.49028 -1.70290 0.64081
C -1.30884 -2.44169 -0.04404
C -1.20232 -3.84066 -0.55714
C -0.10309 -4.47862 0.05598
H 0.11452 -5.39699 -0.07807
H -2.04160 -4.45529 -1.03575
H -2.35952 -2.10929 -0.74423
N -0.71616 -0.30171 0.63273
C -0.34638 0.59391 1.53138
O 0.70105 0.35496 2.13010
C -0.80113 1.97280 1.41650
N -0.57041 2.49342 -0.07117
C 0.63359 2.30155 -0.60348
C 1.42713 3.26849 -0.42152
C 2.77567 3.11766 -0.75587
C 3.13635 2.05658 -1.86157
C 2.06718 1.11911 -1.96339
C 0.75910 1.26823 -1.53857
H 0.06356 0.55567 -1.68393
H 2.21560 0.30964 -3.08164
H 4.06043 2.12129 -2.24638
H 3.75521 3.89637 -0.59958
H 1.15456 3.97905 0.33887
S -2.01230 2.23584 -0.93973
O -1.66156 2.40417 -2.38496
O -2.96028 1.10470 -0.69042
C -2.92259 3.71610 -0.74982
H -3.93785 3.79581 -1.18577
H -2.21310 4.61908 -0.94234
H -3.08944 3.76482 0.43787
H -0.51707 2.69006 1.95093
H -1.90701 1.96996 1.35451
H -1.73571 0.05242 0.47177
H 1.16717 -1.76135 1.78583
H 2.10696 -6.25866 0.73969
H 2.94299 -5.90593 2.36666
H 1.08973 -6.24898 2.29325
*
```

=====

[4]
One molecule with the formula C17H18N2OS at a distorted geometry, computed with ωB97M-V/def2-TZVPD.

Values from the calculation:
Highest occupied orbital energy = -0.30623 hartree
Orbital gap = 8.918 eV
LUMO = 0.59 eV
ΔE to the lowest compared entry with this formula, charge and spin = 311.3 kcal/mol

The geometry in ORCA input format:
```
! wB97M-V def2-TZVPD RIJCOSX def2/J DEFGRID3
* xyz 0 1
O -2.62088 -2.43763 1.72829
C -2.07978 -2.29128 0.52142
C -0.98440 -2.89989 0.18639
C 0.34438 -1.85335 0.44270
C 0.14541 -0.52724 -0.08563
C 1.36589 0.35869 0.31305
C 1.20325 1.32142 1.32120
N 2.49849 1.97993 1.15586
C 3.51873 1.15341 0.66188
C 4.82202 1.11319 0.58583
C 5.54515 0.61110 -0.27680
C 4.77543 -0.57910 -0.87005
C 3.52572 -0.75227 -0.83176
C 2.77010 0.23900 -0.11611
N -2.72607 -1.46240 -0.44319
C -4.04398 -0.95480 -0.25724
C -3.85602 0.60165 -0.13815
C -4.31728 1.44297 -0.96806
C -3.76327 2.90250 -1.05411
C -2.99708 2.99976 0.06552
S -2.73722 1.42195 0.96294
H -0.76349 -4.00624 0.58602
H -0.93770 -3.04773 -0.94218
H 0.11259 -1.72336 1.69457
H 1.14136 -2.48119 0.25226
H 0.39283 -0.78632 -1.04529
H -0.69994 -0.05652 -0.07200
H 0.41433 1.66913 1.45137
H 2.72941 2.77779 2.05937
H 5.28267 1.99984 1.16025
H 6.55767 0.42282 -0.35555
H 5.47034 -1.14557 -1.60334
H 2.96525 -1.50725 -1.60472
H -2.39875 -1.42739 -1.33971
H -4.85719 -0.95180 -0.75847
H -4.36309 -1.08283 0.78444
H -4.85400 1.11318 -2.06055
H -4.08153 3.80794 -1.67545
H -2.49934 4.03786 0.56503
*
```

=====

[5]
An isolated ion of composition C17H18N3O and charge +1 at a distorted geometry, computed with ωB97M-V/def2-TZVPD.

Values from the calculation:
Highest occupied orbital energy = -0.42109 hartree
Orbital gap = 7.829 eV
LUMO = -3.63 eV

The geometry in ORCA input format:
```
! wB97M-V def2-TZVPD RIJCOSX def2/J DEFGRID3
* xyz 1 1
C -1.39709 2.94036 -4.19622
O -1.11257 2.41502 -2.90881
C -1.85318 1.26618 -2.54704
C -1.00912 0.01948 -2.87188
N 0.36461 0.36536 -2.43072
C 0.65086 0.07660 -0.99790
N -0.35643 -0.34830 -0.31231
C -0.15975 -0.63422 1.00570
C -1.30539 -1.09993 1.76711
C -1.14651 -1.44368 3.11242
C -2.22931 -1.88587 3.84522
C -3.47799 -1.98933 3.24965
C -3.64326 -1.64857 1.91517
C -2.56583 -1.20636 1.17415
N 1.00445 -0.50767 1.59414
C 2.05527 -0.06724 0.89840
C 3.30708 0.07151 1.53530
C 4.38446 0.52976 0.83089
C 4.26980 0.87123 -0.52962
C 3.07624 0.74905 -1.18630
C 1.94537 0.27519 -0.49188
H -2.44139 3.25052 -4.26373
H -1.18343 2.21603 -4.98775
H -0.75764 3.81189 -4.31594
H -2.01082 1.32344 -1.46660
H -2.82119 1.22811 -3.05013
H -0.99811 -0.18107 -3.94382
H -1.36872 -0.85287 -2.32831
H 1.08966 -0.07144 -3.00614
H 0.37432 1.40982 -2.57956
H -0.16865 -1.35680 3.55795
H -2.10388 -2.15145 4.88349
H -4.32310 -2.33510 3.82489
H -4.61624 -1.72920 1.45486
H -2.68863 -0.93839 0.13589
H 3.37369 -0.19115 2.57823
H 5.34198 0.63734 1.31626
H 5.13854 1.23448 -1.05612
H 3.00729 1.02400 -2.22973
*
```

=====

[6]
One molecule with the formula C17H18N3O5P at a distorted geometry, computed with ωB97M-V/def2-TZVPD.

Values from the calculation:
Highest occupied orbital energy = -0.30129 hartree
Orbital gap = 7.771 eV
LUMO = -0.43 eV

The geometry in ORCA input format:
```
! wB97M-V def2-TZVPD RIJCOSX def2/J DEFGRID3
* xyz 0 1
C -1.39601 1.08947 1.75620
N -0.67067 0.94226 0.46488
C -0.77286 2.09222 -0.46892
C -1.24902 1.70278 -1.87268
C -0.46064 1.98246 -3.00506
C -0.84754 1.59270 -4.25090
C -2.09740 0.99350 -4.44411
C -2.91796 0.70304 -3.32565
C -2.48680 1.08663 -2.06742
C 0.60844 0.12337 0.52914
C 1.48652 0.67322 1.68149
C 2.17321 1.87174 1.42387
C 3.05592 2.38419 2.37249
C 3.22050 1.69298 3.59804
C 2.63278 0.45949 3.82681
N 2.99524 -0.24240 4.92127
C 2.40924 -1.42886 4.99332
O 2.82350 -2.10458 6.09583
C 1.45846 -1.93263 4.04834
O 0.82605 -3.11733 4.28474
N 1.09604 -1.25191 2.95822
C 1.70767 -0.04782 2.85776
P 1.56559 -0.19607 -1.08925
O 2.12482 1.02939 -1.66645
O 2.71953 -1.22246 -0.84921
O 0.71021 -0.73686 -2.31316
H -0.95439 1.86169 2.39401
H -1.36284 0.12574 2.29462
H -2.46427 1.29507 1.54613
H 0.22672 2.55678 -0.58585
H -1.45682 2.82043 -0.03423
H 0.47148 2.47009 -2.84027
H -0.16825 1.85191 -5.05680
H -2.39671 0.68788 -5.44308
H -3.89860 0.20434 -3.47337
H -3.14563 0.87680 -1.20293
H 0.23484 -0.85353 0.81149
H 2.06319 2.34147 0.43345
H 3.63892 3.27239 2.23028
H 3.90563 2.07484 4.31354
H 3.52648 -1.57873 6.47992
H 1.21097 -3.48674 5.07803
H 3.13535 -1.27082 -1.71388
H 0.00289 -0.10432 -2.40683
*
```